Entry 1:
{"formula": "C40H56Cl6F24N2O18", "method": "ωB97M-V/def2-TZVPD", "symbols": ["C", "O", "N", "C", "C", "H", "H", "H", "H", "H", "H", "H", "C", "O", "N", "C", "C", "H", "H", "H", "H", "H", "H", "H", "C", "C", "O", "C", "O", "C", "F", "F", "F", "H", "H", "H", "H", "H", "C", "C", "O", "C", "O", "C", "F", "F", "F", "H", "H", "H", "H", "H", "C", "C", "O", "C", "O", "C", "F", "F", "F", "H", "H", "H", "H", "H", "C", "C", "O", "C", "O", "C", "F", "F", "F", "H", "H", "H", "H", "H", "C", "C", "O", "C", "O", "C", "F", "F", "F", "H", "H", "H", "H", "H", "C", "C", "O", "C", "O", "C", "F", "F", "F", "H", "H", "H", "H", "H", "C", "C", "O", "C", "O", "C", "F", "F", "F", "H", "H", "H", "H", "H", "C", "C", "O", "C", "O", "C", "F", "F", "F", "H", "H", "H", "H", "H", "C", "Cl", "Cl", "Cl", "H", "C", "Cl", "Cl", "Cl", "H"], "xyz": [[0.40484, 4.85231, -3.68396], [-0.76323, 4.97388, -4.00351], [0.83015, 5.14509, -2.42453], [2.25104, 5.07928, -2.12517], [0.01700, 5.39532, -1.25661], [1.23943, 4.56642, -4.33557], [2.42423, 4.23076, -1.45568], [2.69074, 5.92402, -1.58257], [2.87096, 5.04961, -3.02066], [0.30659, 4.81678, -0.38154], [0.11743, 6.45785, -1.01786], [-1.01063, 5.17751, -1.54433], [4.40481, -1.44627, -4.58828], [4.88149, -0.78206, -5.47931], [4.80577, -1.49232, -3.29537], [4.08670, -2.23894, -2.31457], [5.96195, -0.71565, -2.83818], [3.53006, -2.11565, -4.69138], [3.79867, -1.64686, -1.43624], [4.68427, -2.97531, -1.76079], [3.19723, -2.77960, -2.63146], [6.87439, -1.29775, -2.71928], [6.26621, 0.05132, -3.55265], [5.61155, -0.12168, -1.99333], [1.56520, 5.42070, 2.44037], [1.43306, 3.94746, 2.09856], [1.49492, 3.17484, 3.29495], [0.88462, 2.01027, 3.32392], [0.25434, 1.53260, 2.41550], [0.93560, 1.27588, 4.65722], [1.36049, 0.04775, 4.44850], [1.73979, 1.89044, 5.52899], [-0.31742, 1.22573, 5.15110], [0.82741, 5.71357, 3.19087], [1.37120, 6.09137, 1.60392], [2.54872, 5.67946, 2.83408], [2.26955, 3.63277, 1.47525], [0.47444, 3.84096, 1.59104], [5.96702, 6.66367, -3.30881], [6.50470, 5.30233, -2.87182], [5.73158, 4.84738, -1.75640], [6.22253, 3.92529, -0.90728], [7.28363, 3.40499, -1.04214], [5.32918, 3.84637, 0.36821], [6.13950, 3.86846, 1.42082], [4.42503, 4.81009, 0.43857], [4.68476, 2.67633, 0.33444], [6.38588, 7.53473, -2.80855], [4.90752, 6.76050, -3.05463], [5.98429, 6.67818, -4.39711], [7.56378, 5.30562, -2.61652], [6.36554, 4.61589, -3.70656], [-4.36571, -3.46824, 2.68457], [-3.43530, -3.44949, 3.87621], [-2.70153, -4.66402, 4.01669], [-1.46091, -4.72012, 3.59546], [-0.82768, -3.81386, 3.13007], [-0.86480, -6.14492, 3.68963], [-1.61491, -7.05319, 4.30573], [-0.58359, -6.59268, 2.47354], [0.31121, -6.02498, 4.34011], [-5.30470, -3.98591, 2.88048], [-3.93132, -3.97897, 1.82417], [-4.62308, -2.45842, 2.37333], [-4.04742, -3.34415, 4.77213], [-2.83229, -2.54377, 3.83876], [-2.91553, 2.63614, 1.65129], [-3.05325, 2.33003, 3.12723], [-4.45745, 2.19920, 3.42338], [-4.97936, 2.84189, 4.47698], [-4.39871, 3.03627, 5.50206], [-6.47533, 3.06005, 4.24925], [-6.95885, 4.10087, 4.90700], [-6.65969, 3.36962, 2.93498], [-7.15667, 1.92742, 4.41939], [-3.63437, 1.99343, 1.13840], [-1.93666, 2.29156, 1.31154], [-3.03376, 3.66585, 1.32881], [-2.65897, 3.17386, 3.69784], [-2.59620, 1.39885, 3.45792], [0.24854, -5.63536, -0.28097], [-0.79747, -4.53914, -0.34661], [-2.00058, -4.88050, -1.02277], [-1.97397, -4.95684, -2.34024], [-0.98001, -4.87919, -3.00445], [-3.35178, -5.30842, -2.96402], [-4.01025, -6.18338, -2.17305], [-4.14537, -4.22766, -3.05344], [-3.23562, -5.84654, -4.16279], [0.40290, -6.05928, -1.27575], [-0.17318, -6.44058, 0.32605], [1.25079, -5.28118, 0.13535], [-0.41013, -3.64455, -0.84094], [-0.99283, -4.14442, 0.64944], [-1.77473, -1.84437, 0.37488], [-1.85456, -0.40605, -0.18771], [-0.52889, -0.11221, -0.58695], [-0.21646, 1.09813, -0.98881], [-0.97387, 2.00867, -1.17866], [1.27254, 1.14051, -1.42495], [2.01503, 1.77989, -0.50534], [1.71403, -0.11545, -1.52702], [1.38637, 1.67215, -2.62972], [-1.00498, -2.44412, -0.09798], [-2.71598, -2.38196, 0.46353], [-1.35902, -1.72249, 1.38133], [-2.21141, 0.24342, 0.60852], [-2.54818, -0.36493, -1.02655], [3.24717, -0.70732, 1.66395], [2.21762, -1.79093, 1.44704], [3.07164, -2.92046, 1.12584], [2.45568, -4.02399, 0.64613], [1.24668, -4.05123, 0.52300], [3.30709, -5.27476, 0.29817], [4.48433, -5.26727, 0.90106], [2.62779, -6.35411, 0.62678], [3.49915, -5.27389, -1.04334], [2.80942, 0.28192, 1.82908], [3.94551, -0.54272, 0.84742], [3.71739, -0.86974, 2.63574], [1.54122, -1.57290, 0.61955], [1.54783, -1.97662, 2.28708], [-6.28722, -5.64036, 1.11434], [-6.61335, -4.83844, -0.13857], [-6.53518, -3.42717, 0.06006], [-5.43397, -2.72822, -0.00476], [-4.32831, -3.18591, -0.19675], [-5.62133, -1.25759, 0.32819], [-5.96368, -1.12510, 1.61105], [-4.49071, -0.57222, 0.15551], [-6.52055, -0.69273, -0.48342], [-7.14442, -5.59535, 1.78538], [-5.46361, -5.16526, 1.63974], [-6.00344, -6.64109, 0.79819], [-7.58754, -5.15100, -0.50953], [-5.91930, -5.08350, -0.93667], [3.86176, 2.52425, -5.83957], [5.40521, 3.27707, -6.33468], [2.45501, 3.38825, -6.42341], [3.76452, 2.36221, -4.07806], [3.92230, 1.51633, -6.23720], [-3.64827, 3.25029, -2.52368], [-3.82029, 4.53120, -1.29187], [-4.53049, 3.70571, -3.97227], [-4.24789, 1.69183, -1.88217], [-2.62040, 3.06271, -2.80831]], "orbital_gap_ev": 8.946, "relative_energy_kj_mol": 279.1, "total_energy_ev": -222574.4866}

Entry 2:
{"formula": "C6H7LiLuO3", "method": "ωB97M-V/def2-TZVPD", "symbols": ["O", "C", "C", "O", "H", "H", "H", "H", "Lu", "C", "C", "C", "C", "O", "Li", "H", "H", "H"], "xyz": [[-1.62216, -2.12309, -0.87318], [-0.12334, -2.17527, -0.72367], [-0.28440, -2.28652, 0.76359], [0.10595, -1.40732, 1.55109], [-2.05186, -2.86465, -0.43891], [0.60337, -1.58701, -1.29514], [0.44311, -3.10435, -0.93747], [-0.50717, -3.29146, 1.16863], [1.10908, 0.49613, 1.89831], [-0.21126, 0.57614, -2.08364], [-0.02022, 1.48382, -1.11812], [0.19131, 2.26844, -0.14337], [0.36719, 3.03721, 0.94730], [0.94823, 2.55472, 2.03365], [1.47748, 3.58935, 3.49723], [0.66380, 0.08296, -2.51330], [-1.10265, 0.67662, -2.70869], [0.01355, 4.07428, 0.97570]], "orbital_gap_ev": [5.437, 5.437], "total_energy_ev": -46268.6839, "charge": 3}

Entry 3:
{"formula": "C5H11NO", "method": "ωB97M-V/def2-TZVPD", "symbols": ["C", "N", "C", "C", "C", "O", "C", "H", "H", "H", "H", "H", "H", "H", "H", "H", "H", "H"], "xyz": [[2.49082, -0.02099, 0.16244], [1.17230, -0.52408, -0.07772], [-0.02043, 0.20539, 0.28985], [-1.11253, -0.76564, 0.81632], [-2.45208, -0.60682, 0.11383], [-3.38767, -0.06763, 0.62967], [-0.42186, 1.10192, -0.88726], [2.42784, 1.01889, 0.48930], [2.97874, -0.55930, 0.98319], [3.11909, -0.15022, -0.71327], [1.06984, -0.96372, -0.99556], [0.26460, 0.83909, 1.12504], [-1.22248, -0.64985, 1.88993], [-0.82293, -1.81125, 0.66014], [-2.52605, -0.98312, -0.92288], [-0.59446, 0.47313, -1.76478], [0.37016, 1.81245, -1.12337], [-1.33291, 1.65174, -0.67487]], "orbital_gap_ev": [10.490, 5.653], "multiplicity": 2, "relative_energy_kj_mol": 161.8, "total_energy_ev": -8891.6599, "charge": 1}